The ion C4H9N2OS with charge -1. Source: OMol25; level of theory: ωB97M-V/def2-TZVPD.

Results
energy relative to the best compared isomer or geometry (same formula, charge and spin): 149.16 kJ/mol
total energy: -740.76719 Eh
HOMO energy: -2.68 eV
charge: -1
E_LUMO: 3.8 eV
frontier orbital gap: 6.447 eV
F_max: 1.13 eV/A

The geometry in XYZ format:
```
17
C4H9N2OS (ωB97M-V/def2-TZVPD)
O -0.4682 -0.8472 2.3367
C -1.0881 -0.8526 1.2914
C -0.5044 -0.3553 -0.0159
C -1.5820 -0.3465 -1.0989
S -2.6449 -1.8416 -1.2092
N 0.1179 0.9575 0.1785
C 1.5498 0.9282 0.4800
N 2.3140 0.5040 -0.6659
H -2.1311 -1.1934 1.2541
H 0.2422 -1.0789 -0.3506
H -1.1329 -0.1318 -2.0724
H -2.2857 0.4807 -0.9159
H -0.3814 1.4575 0.9014
H 1.7731 0.2430 1.3049
H 1.7938 1.9643 0.7037
H 1.7847 0.5588 -1.5260
H 2.6433 -0.4467 -0.5959
```


A cluster of 2 separate species, C4H9N2OS in total. Source: OMol25; level of theory: ωB97M-V/def2-TZVPD.

Results
energy relative to the best compared isomer or geometry (same formula, charge and spin): 742.56 kJ/mol
total energy: -740.54118 Eh
HOMO energy: -3.44 eV
charge: -1
E_LUMO: 1.3 eV
frontier orbital gap: 4.714 eV
F_max: 4.19 eV/A

The geometry in XYZ format:
```
17
C4H9N2OS (ωB97M-V/def2-TZVPD)
O 1.9228 -1.0395 -0.2648
C 0.7373 -0.5128 -0.1462
N -0.0388 -0.4759 1.1291
C 0.8026 -0.9955 2.3427
N 2.1867 -0.6311 2.3836
C 0.0932 0.4989 -1.1270
C -0.2273 -0.9518 -1.3381
S -2.6068 1.9327 -1.5324
H -0.8494 -0.0261 0.7518
H 0.4286 -0.8042 3.3813
H 0.6972 -2.0819 2.2469
H 2.4961 -0.7783 1.3433
H 2.2928 0.3328 2.6887
H 0.6340 1.0984 -1.8276
H -0.8078 1.1766 -0.8702
H -1.1163 -1.3852 -0.9025
H -0.1629 -1.0767 -2.4213
```


The ion C4H9N2OS with charge -1. Source: OMol25; level of theory: ωB97M-V/def2-TZVPD.

Results
energy relative to the best compared isomer or geometry (same formula, charge and spin): 74.35 kJ/mol
total energy: -740.79569 Eh
HOMO energy: -2.49 eV
charge: -1
E_LUMO: 3.4 eV
frontier orbital gap: 5.858 eV
F_max: 2.08 eV/A

The geometry in XYZ format:
```
17
C4H9N2OS (ωB97M-V/def2-TZVPD)
C -0.2132 0.1840 -0.2736
N 0.7192 1.2793 0.1334
C 2.0477 1.2344 -0.1950
N 2.2668 0.7485 -1.4762
O 2.9806 1.5975 0.5013
C -1.1515 -0.2519 0.8443
C -2.1137 -1.3830 0.4039
S -2.1636 -2.7334 1.6265
H -0.7005 0.4284 -1.2137
H 0.4751 -0.6744 -0.2257
H 0.4184 1.8326 0.9274
H 1.5304 0.1335 -1.7966
H 3.1544 0.6538 -1.9091
H -0.5978 -0.7263 1.6394
H -1.7007 0.5905 1.2880
H -3.1665 -1.1137 0.2744
H -1.7851 -1.7999 -0.5487
```


The ion C4H9N2OS with charge +1. Source: OMol25; level of theory: ωB97M-V/def2-TZVPD.

Results
energy relative to the best compared isomer or geometry (same formula, charge and spin): 508.05 kJ/mol
total energy: -740.34946 Eh
HOMO energy: -13.79 eV
charge: +1
E_LUMO: -3.9 eV
frontier orbital gap: 9.875 eV
F_max: 6.31 eV/A

The geometry in XYZ format:
```
17
C4H9N2OS (ωB97M-V/def2-TZVPD)
C -0.6776 0.2847 -0.3610
C 2.0413 -0.3366 -0.0465
C -0.0655 -0.4678 1.0003
C -1.7938 1.2820 -0.1086
N 1.2589 -0.2649 -1.3015
N 1.1811 -0.8769 0.9694
O 0.1854 0.7486 -1.3241
S -1.2854 -1.6143 -0.3677
H 2.8904 -0.8467 -0.2274
H 2.2657 0.7121 0.3351
H -0.7697 -0.6737 1.8060
H -1.5688 2.1939 -0.7727
H -1.9066 1.5693 1.0389
H -2.8229 0.8288 -0.4641
H 1.7903 0.1067 -2.1636
H -2.3885 -1.1128 0.3860
H 1.6657 -1.5326 1.6016
```


A structure of composition C4H9N2P. Source: OMol25; level of theory: ωB97M-V/def2-TZVPD.

Results
energy relative to the best compared isomer or geometry (same formula, charge and spin): 312.92 kJ/mol
total energy: -608.55566 Eh
HOMO energy (alpha / beta): -7.17 / -7.17 eV
charge: 0
E_LUMO (alpha / beta): 0.4 / 0.4 eV
frontier orbital gap (alpha / beta): 7.560 / 7.561 eV
F_max: 5.27 eV/A

The geometry in XYZ format:
```
16
C4H9N2P (ωB97M-V/def2-TZVPD)
C 1.2000 -1.8511 0.1141
C 2.3566 -1.4539 -0.4113
C -1.1785 -0.9389 0.2802
C 0.0915 2.0460 0.4414
N 0.2542 -0.7550 0.0816
N 2.3392 -0.4039 -1.2113
P 1.0219 0.5181 -0.6950
H 0.9600 -2.8358 0.4534
H 3.2902 -2.0442 -0.3742
H -1.6925 -0.2344 -0.3809
H -1.5565 -1.8916 -0.1888
H -1.4690 -0.7592 1.3765
H 0.8724 2.7511 0.2310
H -0.7959 2.3232 0.0768
H -0.0146 1.8410 1.4798
H 0.5235 0.9039 -1.9134
```


The ion C4H9N2S with charge +1. Source: OMol25; level of theory: ωB97M-V/def2-TZVPD.

Results
energy relative to the best compared isomer or geometry (same formula, charge and spin): 0.00 kJ/mol
total energy: -665.29234 Eh
HOMO energy: -13.34 eV
charge: +1
E_LUMO: -3.3 eV
frontier orbital gap: 10.024 eV
F_max: 2.36 eV/A

The geometry in XYZ format:
```
16
C4H9N2S (ωB97M-V/def2-TZVPD)
C 1.1682 0.3524 -0.1335
C 0.6475 0.7362 -1.4800
C -1.2504 0.0593 0.1867
C -2.0306 -1.0933 0.7537
N 0.2425 0.0440 0.7267
N 2.4555 0.3491 0.1319
S -0.9988 -0.0563 -1.6153
H 0.5363 1.8228 -1.5387
H 1.2732 0.3972 -2.3022
H -1.6586 1.0342 0.4576
H -1.4413 -2.0082 0.7512
H -2.9014 -1.2649 0.1218
H -2.3722 -0.8818 1.7638
H 0.3880 -0.2217 1.6897
H 3.1358 0.6092 -0.5640
H 2.8062 0.1219 1.0508
```


no.,molecular weight (g mol⁻¹)
1,133.2
2,133.2
3,133.2
4,133.2
5,116.1
6,117.2